Entry 1:
Computed, not measured: a molecular structure, C47H46N12PPt, with ωB97M-V/def2-TZVPD.

Properties
Spin multiplicity: 3
Total charge: -1
Energy relative to the best compared isomer or geometry (same formula, charge and spin) in eV: 0.0000
⟨S²⟩: 2.0658

```
107
Properties=species:S:1:pos:R:3:forces:R:3:mulliken_spin:R:1
Pt -0.6544 -0.2265 0.8727 0.066 0.001 -0.419 0.75
C 3.7191 4.3359 2.6377 -0.060 0.021 -0.036 0.02
C 2.6225 5.2194 2.5028 -0.009 -0.105 -0.016 0.02
C 1.3806 4.7598 2.1175 0.061 0.059 0.008 0.00
C 1.2347 3.3914 1.8654 -0.065 0.107 0.069 0.03
C 0.1112 2.5981 1.4689 -0.183 -0.003 -0.323 0.20
N 0.5226 1.3046 1.3800 -0.112 -0.052 0.433 -0.10
C 1.8451 1.2030 1.6811 0.037 -0.291 -0.171 0.20
N 2.6206 0.0883 1.6379 -0.071 0.661 0.103 0.03
C 2.1685 -1.0932 1.3778 -0.282 -0.251 0.087 -0.02
C 3.0139 -2.2976 1.3424 -0.005 0.128 -0.091 0.00
C 4.3845 -2.4627 1.4635 0.091 0.030 0.082 0.01
C 4.8958 -3.7475 1.3397 -0.044 0.005 -0.051 -0.01
C 4.0507 -4.8366 1.0930 -0.036 0.061 0.019 0.00
C 2.6802 -4.6606 0.9629 -0.009 -0.141 0.133 0.00
C 2.1779 -3.3762 1.0890 -0.081 0.010 0.073 0.00
C 0.8157 -2.8414 0.9449 0.136 0.109 0.301 -0.04
N -0.2097 -3.5722 0.6583 -0.541 -0.094 -0.031 0.06
C -1.4600 -3.0772 0.4589 0.180 -0.008 -0.108 0.17
N -1.8488 -1.7686 0.4516 -0.015 0.032 0.202 -0.11
C -3.1873 -1.6729 0.1959 -0.060 0.105 0.104 0.16
N -3.9352 -0.5408 0.1019 0.065 -0.530 0.016 0.06
C -3.4677 0.6491 0.2980 0.118 0.146 0.126 -0.03
N -2.2013 1.0190 0.6769 -0.173 0.173 0.016 -0.01
C -2.1195 2.3815 0.7972 -0.100 -0.254 -0.066 -0.01
N -1.1096 3.1034 1.1619 0.527 0.051 0.218 0.04
C -3.4347 2.9436 0.4537 0.076 0.029 0.016 0.00
C -3.8898 4.2508 0.3866 0.052 0.093 0.032 0.00
C -5.2070 4.4604 0.0036 -0.020 -0.039 0.008 -0.01
C -6.0472 3.3835 -0.3023 0.080 -0.051 -0.010 0.00
C -5.5844 2.0754 -0.2334 -0.100 -0.012 0.001 0.00
C -4.2685 1.8751 0.1513 0.002 -0.126 -0.054 0.00
C -3.6942 -2.9965 0.0188 -0.142 0.138 -0.080 0.02
C -4.9785 -3.4847 -0.2625 -0.027 -0.072 -0.026 0.00
C -5.1444 -4.8476 -0.3722 0.046 0.059 -0.014 0.02
C -4.0520 -5.7337 -0.2072 0.041 0.046 0.027 0.02
C -2.7873 -5.2632 0.0677 -0.097 -0.054 -0.042 0.00
C -2.6067 -3.8779 0.1776 0.066 -0.088 0.058 0.02
N 0.8727 -1.4846 1.1431 0.258 -0.067 -0.063 0.00
C 2.3243 2.5116 2.0042 0.182 0.008 -0.001 0.02
C 3.5825 2.9869 2.3908 0.021 0.056 0.001 0.00
H 4.6834 4.7309 2.9370 -0.038 0.002 -0.001 0.00
H 2.7636 6.2734 2.7082 0.019 0.006 -0.003 0.00
H 0.5339 5.4306 2.0120 0.076 -0.069 0.003 0.00
H 5.0250 -1.6076 1.6496 -0.043 -0.060 -0.024 0.00
H 5.9643 -3.9133 1.4233 -0.055 0.013 0.010 0.00
H 4.4765 -5.8282 0.9975 -0.003 0.012 -0.002 0.00
H 2.0139 -5.4941 0.7654 0.054 0.073 -0.004 0.00
H -3.2264 5.0750 0.6248 -0.044 -0.063 -0.022 0.00
H -5.5940 5.4714 -0.0616 0.020 -0.051 0.000 0.00
H -7.0693 3.5763 -0.6055 0.011 -0.002 0.015 0.00
H -6.2211 1.2298 -0.4718 0.052 0.074 0.014 0.00
H -5.8095 -2.7973 -0.3887 0.084 -0.071 0.020 0.00
H -6.1249 -5.2543 -0.5931 0.028 0.007 0.018 0.00
H -4.2188 -6.8014 -0.2951 -0.010 0.036 -0.010 0.00
H -1.9483 -5.9373 0.1971 -0.030 0.041 -0.005 0.00
H 4.4207 2.3063 2.4898 -0.059 0.022 -0.007 0.00
N 0.0698 0.4083 -1.1621 -0.055 0.092 0.148 0.44
P 0.1325 0.0827 -2.6630 0.140 -0.089 -0.001 -0.02
N -1.3289 0.0278 -3.5016 -0.239 0.005 0.054 -0.01
C -2.4824 -0.5413 -2.7964 0.163 0.067 -0.220 -0.02
C -3.7686 0.1447 -3.2323 0.050 0.057 -0.083 -0.01
C -3.9264 0.0439 -4.7501 0.025 0.004 0.018 0.00
C -2.6852 0.5905 -5.4573 -0.041 0.017 0.055 0.00
C -1.4207 -0.0978 -4.9495 -0.115 -0.088 0.134 0.00
N 1.0502 -1.2712 -3.0720 0.064 -0.238 0.012 0.00
C 0.9525 -2.4400 -2.1923 0.016 0.138 -0.248 -0.02
C 2.2875 -3.1699 -2.1175 0.043 0.015 -0.165 0.01
C 2.7766 -3.5296 -3.5225 -0.050 0.059 0.017 0.00
C 2.8191 -2.2871 -4.4134 0.011 -0.028 0.108 0.00
C 1.4568 -1.6005 -4.4316 -0.030 -0.112 0.178 0.00
N 0.9462 1.3013 -3.5077 0.146 0.266 0.073 0.08
C 0.1781 2.5797 -3.5644 0.219 -0.169 0.088 -0.01
C 1.1145 3.7567 -3.7855 0.107 -0.052 0.055 0.00
C 2.0632 3.9415 -2.5896 -0.043 -0.104 -0.013 0.00
C 2.4961 2.5745 -2.0193 -0.123 0.024 -0.113 0.00
C 2.3659 1.4879 -3.0844 -0.360 0.089 0.016 0.00
H -2.3192 -0.4286 -1.7296 0.091 0.072 -0.122 0.02
H -2.5708 -1.6210 -3.0077 0.058 -0.007 0.025 0.00
H -3.7176 1.1982 -2.9345 -0.030 -0.027 0.010 0.00
H -4.6184 -0.3071 -2.7126 0.047 0.016 -0.018 0.00
H -4.8210 0.5760 -5.0848 0.005 -0.011 0.001 0.00
H -4.0587 -1.0103 -5.0254 -0.005 0.023 0.006 0.00
H -2.6033 1.6643 -5.2589 0.005 -0.011 -0.020 0.00
H -2.7630 0.4568 -6.5409 -0.013 0.006 0.022 0.00
H -0.5358 0.3414 -5.4072 0.050 0.030 0.015 0.00
H -1.4594 -1.1596 -5.2475 0.035 0.009 0.005 0.00
H 0.1866 -3.1407 -2.5664 -0.024 0.029 0.003 0.00
H 0.6360 -2.1038 -1.2078 0.026 0.107 -0.273 0.02
H 2.1827 -4.0673 -1.5008 0.005 0.109 -0.148 0.00
H 3.0169 -2.5141 -1.6263 -0.014 -0.068 -0.018 0.00
H 2.0820 -4.2567 -3.9639 0.034 0.009 0.012 0.00
H 3.7577 -4.0095 -3.4800 0.000 0.002 0.004 0.00
H 3.1202 -2.5442 -5.4335 -0.009 -0.012 0.017 0.00
H 3.5539 -1.5797 -4.0146 0.017 -0.013 -0.035 0.00
H 0.7294 -2.2824 -4.9016 -0.035 0.005 -0.027 0.00
H 1.4939 -0.6912 -5.0265 -0.001 0.087 -0.001 0.00
H -0.3788 2.7403 -2.6329 0.011 -0.066 0.027 0.00
H -0.5531 2.5221 -4.3698 -0.019 -0.064 -0.066 0.00
H 0.5176 4.6560 -3.9488 0.003 0.030 0.003 0.00
H 1.6876 3.5883 -4.7025 -0.004 0.008 -0.003 0.00
H 1.5608 4.5211 -1.8106 0.020 -0.020 -0.002 0.00
H 2.9360 4.5209 -2.9030 -0.010 0.009 0.001 0.00
H 1.8561 2.2829 -1.1831 0.007 0.005 -0.009 0.00
H 3.5227 2.6119 -1.6484 0.001 0.009 0.005 0.00
H 2.7395 0.5397 -2.7043 -0.077 -0.070 0.019 0.01
H 2.9728 1.7440 -3.9597 -0.035 -0.009 -0.078 0.00
```
Forces are in eV/Å.

Entry 2:
Computed, not measured: a molecular structure, C47H47Cl2N7O6SeSi2Ti at a distorted geometry, with ωB97M-V/def2-TZVPD.

Properties
Spin multiplicity: 2
Total charge: -1
Energy relative to the best compared isomer or geometry (same formula, charge and spin) in eV: 1.4172
⟨S²⟩: 0.7733

```
113
Properties=species:S:1:pos:R:3:forces:R:3:mulliken_spin:R:1
Ti 0.3539 0.0236 -0.0802 0.129 1.823 1.680 0.04
Se 0.1683 6.2941 4.2123 0.022 -0.636 -0.278 0.05
N -1.1310 5.1936 3.6718 -0.136 -0.621 -0.238 0.05
C -0.5716 4.0797 3.2205 -0.324 1.518 0.664 0.00
C -1.3012 2.9478 2.7418 -0.616 -0.960 -0.522 0.10
C -2.6783 2.8084 2.8500 0.493 0.087 -0.067 -0.02
C -3.2784 1.6668 2.3493 0.057 -0.314 -0.003 0.15
C -2.4949 0.7284 1.6700 -0.577 0.034 0.225 -0.08
N -1.1909 0.8237 1.5253 0.596 0.363 -0.191 0.10
C -0.5656 1.8862 2.1134 0.067 0.458 0.537 0.10
C 0.8368 1.8724 2.1225 -0.050 0.535 0.481 0.09
N 1.4722 0.8019 1.5251 -0.247 0.743 -0.211 0.13
C 2.7233 0.5807 1.9084 0.951 -0.058 0.510 0.01
C 3.4624 1.4446 2.7040 -0.144 -0.584 -0.280 0.09
C 2.9079 2.6611 3.0905 -0.608 0.174 -0.067 0.09
C 1.5706 2.8833 2.8199 0.774 -0.902 -0.360 0.04
C 0.8617 4.0469 3.2655 0.285 1.377 0.632 -0.01
N 1.4437 5.1229 3.7650 0.084 -0.502 -0.248 0.01
H -3.2496 3.5963 3.3175 -0.063 0.043 0.089 0.00
H -4.3390 1.5031 2.4499 -0.094 -0.029 -0.086 0.01
H -2.9771 -0.1289 1.2184 0.071 0.028 -0.136 -0.01
H 3.1781 -0.3377 1.5654 -0.020 -0.018 -0.039 0.01
H 4.4657 1.1787 2.9887 0.141 -0.097 -0.054 0.01
H 3.4773 3.4098 3.6183 0.048 0.051 0.091 0.00
O 3.1274 -4.4078 5.4615 -0.103 0.026 0.874 0.00
C 3.2586 -4.4195 4.2393 -0.811 0.710 -0.567 0.00
O 4.0594 -4.9783 3.4925 0.516 -0.468 -0.477 0.00
C 2.2238 -3.4981 3.4638 0.483 -0.230 0.274 0.00
C 1.5783 -2.4429 4.1005 -0.056 -0.163 -0.164 0.00
C 0.8001 -1.5745 3.3525 -0.142 0.061 0.076 0.02
N 0.6403 -1.6955 2.0372 0.185 -0.359 -0.435 -0.01
C 1.2253 -2.7406 1.4385 -0.078 0.049 0.172 0.00
C 2.0123 -3.6673 2.1015 -0.233 0.173 -0.115 0.00
C 0.9906 -2.7964 -0.0459 0.522 -2.388 0.658 0.00
O 1.0035 -3.8276 -0.6834 -0.002 0.858 0.244 0.00
O 0.7842 -1.6153 -0.5482 0.503 -1.086 -1.305 0.01
H 1.7007 -2.3287 5.1680 0.019 0.020 0.053 0.00
H 0.2722 -0.7416 3.8092 0.100 0.074 0.053 -0.01
H 2.4711 -4.4868 1.5692 0.121 -0.011 0.001 0.00
C 4.7441 0.7924 -2.8918 -0.760 -0.108 0.327 0.00
Si 3.5834 0.6025 -1.3651 0.801 0.264 -0.079 -0.01
C 3.8872 2.2551 -0.4368 -0.277 -0.573 -0.205 0.01
C 4.3140 -0.9578 -0.5118 -0.480 0.486 -0.149 0.01
C 1.7187 0.4960 -1.7579 0.096 -0.375 -0.116 0.00
C 1.1538 1.8468 -1.8287 0.248 0.782 -0.120 0.00
C 1.2684 2.7663 -2.8787 -0.022 0.039 0.110 0.00
C 0.6837 4.0078 -2.7667 0.014 -0.109 0.093 0.00
C 0.0168 4.3371 -1.5921 0.043 -0.182 0.096 0.00
C -0.0459 3.3895 -0.5910 -0.219 0.402 0.141 0.01
N 0.5032 2.1820 -0.6966 0.225 -0.175 -0.624 -0.01
Si 1.4422 -0.6558 -3.2671 -0.058 -0.737 -0.684 0.00
C 2.4962 -2.2544 -3.1611 -0.202 0.641 0.164 0.00
C 1.8813 0.1576 -4.9582 -0.122 -0.034 0.771 0.00
C -0.3314 -1.3016 -3.5472 0.494 0.383 0.331 0.00
H 5.7793 0.8666 -2.5681 0.130 -0.013 0.237 0.00
H 4.5214 1.6866 -3.4647 -0.090 0.236 -0.124 0.00
H 4.6701 -0.0564 -3.5618 -0.003 -0.252 -0.175 0.00
H 4.7372 2.2083 0.2356 0.176 -0.091 0.107 0.00
H 3.0182 2.5500 0.1417 -0.095 0.091 0.165 0.00
H 4.0757 3.0521 -1.1507 0.028 0.059 -0.264 0.00
H 5.0357 -0.6895 0.2547 0.095 0.130 0.164 0.00
H 4.8414 -1.5691 -1.2377 0.036 -0.026 -0.203 0.00
H 3.5556 -1.5907 -0.0543 -0.022 -0.084 0.072 0.00
H 1.8064 2.4847 -3.7668 0.057 -0.056 -0.142 0.00
H 0.7346 4.7180 -3.5811 0.062 0.020 -0.033 0.00
H -0.4564 5.2968 -1.4580 -0.026 0.070 0.041 0.00
H -0.5580 3.6176 0.3378 -0.021 -0.063 -0.055 0.00
H 3.2516 -2.3041 -3.9388 0.170 0.115 -0.192 0.00
H 1.8525 -3.1217 -3.2702 -0.189 -0.071 -0.001 0.00
H 2.9953 -2.3691 -2.2085 0.103 -0.078 0.194 0.00
H 2.7491 0.8043 -4.9018 0.250 0.120 -0.018 0.00
H 1.0474 0.7448 -5.3291 -0.201 0.143 -0.067 0.00
H 2.0970 -0.6165 -5.6892 -0.020 -0.223 -0.063 0.00
H -0.6664 -1.7951 -2.6372 -0.058 -0.134 0.064 0.00
H -0.3625 -2.0282 -4.3557 0.207 -0.089 -0.143 0.00
H -1.0067 -0.4923 -3.8017 -0.116 0.163 -0.040 0.00
C -5.5000 -0.3750 -7.5263 0.066 -0.051 0.068 0.00
C -4.8608 -1.2434 -6.4781 -0.083 -0.199 -0.009 0.00
C -4.6486 -2.5911 -6.7465 0.037 0.022 -0.058 0.00
C -3.9874 -3.3974 -5.8355 -0.010 0.019 0.032 0.00
C -3.6122 -2.8814 -4.6131 -0.047 0.050 0.032 0.00
C -3.8857 -1.5505 -4.2969 -0.120 -0.216 -0.377 0.00
N -3.5263 -1.0927 -3.0344 0.624 -0.059 0.160 0.00
C -4.1872 -0.1337 -2.2967 -0.275 0.209 0.497 0.00
C -5.5818 -0.1127 -2.2450 0.142 -0.042 0.068 0.00
C -6.2371 0.8355 -1.4859 -0.041 0.074 -0.036 0.00
C -5.5185 1.7732 -0.7622 -0.005 0.094 0.129 0.00
C -4.1339 1.7630 -0.8121 0.002 0.035 -0.040 0.00
C -3.4611 0.8200 -1.5692 0.079 -0.201 -0.155 -0.01
C -1.9615 0.9167 -1.7615 -0.914 1.182 -1.280 0.00
O -1.5329 1.6863 -2.6099 -0.340 -0.534 0.432 0.00
O -1.2360 0.1457 -1.0330 -0.142 -0.525 -0.344 0.02
C -4.4488 -0.6977 -5.2605 0.147 -0.064 0.112 0.00
C -4.5222 0.7826 -5.0132 -0.015 -0.065 -0.099 0.00
H -6.0237 -0.9854 -8.2590 0.008 -0.010 -0.067 0.00
H -4.7360 0.2068 -8.0464 -0.072 0.097 -0.062 0.00
H -6.2130 0.3164 -7.0822 -0.049 0.091 -0.049 0.00
H -4.9741 -3.0069 -7.6907 -0.036 0.017 -0.078 0.00
H -3.7865 -4.4346 -6.0626 0.014 -0.060 -0.046 0.00
H -3.1065 -3.5000 -3.8860 -0.022 -0.068 0.131 0.00
H -2.6315 -1.3969 -2.6803 -0.062 -0.013 -0.097 0.00
H -6.1324 -0.8554 -2.8034 -0.056 -0.070 -0.068 0.00
H -7.3170 0.8515 -1.4634 -0.101 -0.042 0.026 0.00
H -6.0332 2.5087 -0.1609 -0.021 0.075 0.019 0.00
H -3.5656 2.5030 -0.2677 0.029 0.100 0.002 0.00
H -3.7140 1.0954 -4.3552 0.003 0.105 0.000 0.00
H -5.4638 1.0643 -4.5408 -0.041 0.144 0.012 0.00
H -4.4292 1.3347 -5.9444 0.004 0.034 -0.083 0.00
Cl -2.1676 -4.5246 2.1346 -0.001 0.017 0.030 0.00
C -2.3356 -2.7793 1.9203 0.052 -0.014 -0.027 0.00
Cl -1.8834 -2.2717 0.2718 -0.898 -0.511 0.491 0.00
H -1.6495 -2.2847 2.6091 -0.174 -0.061 -0.202 0.00
H -3.3754 -2.5103 2.1055 0.197 -0.008 -0.119 0.00
```
Forces are in eV/Å.